[1]
{"formula": "H4N4O2", "method": "wB97M-V/def2-TZVPD", "e_above_lowest_kj_mol": 122.97, "homo_ev": -8.7, "energy_ha": -371.68972, "largest_force_ev_per_a": 2.22, "elements": ["N", "N", "N", "N", "O", "O", "H", "H", "H", "H"], "coordinates": [[-0.531, -1.163, -1.615], [-0.251, 0.122, -1.052], [-0.296, 0.114, 0.302], [0.405, 0.872, 1.009], [1.399, 1.506, 0.670], [0.043, 0.769, 2.377], [-0.605, -1.622, -0.745], [-1.386, -1.283, -2.142], [0.538, 0.474, -1.577], [0.684, 0.211, 2.773]], "forces_ev_per_a": [[0.9, 0.0, 0.7], [0.2, 1.3, -1.1], [-1.4, -0.6, 0.4], [0.3, -1.5, -1.1], [0.1, 0.9, 0.2], [-1.2, 1.3, -1.3], [-0.4, -2.0, 0.5], [-0.4, 1.0, 0.3], [0.5, 0.5, 0.9], [1.4, -0.9, 0.5]]}

=====

[2]
{"formula": "C5H6O", "method": "wB97M-V/def2-TZVPD", "e_above_lowest_kj_mol": 165.86, "homo_ev": -9.6, "energy_ha": -269.28307, "largest_force_ev_per_a": 0.64, "elements": ["C", "C", "C", "C", "C", "O", "H", "H", "H", "H", "H", "H"], "coordinates": [[0.057, 1.681, 1.566], [0.169, 1.462, 0.387], [0.358, 0.815, -0.913], [0.575, -0.640, -0.478], [-0.662, -1.386, -0.020], [1.682, -1.120, -0.432], [-0.019, 1.857, 2.615], [-0.524, 0.925, -1.556], [1.243, 1.179, -1.442], [-0.818, -2.233, -0.695], [-1.554, -0.754, -0.017], [-0.503, -1.786, 0.985]], "forces_ev_per_a": [[0.0, 0.0, -0.5], [-0.1, 0.1, 0.6], [0.1, 0.0, 0.0], [0.2, -0.3, 0.0], [0.0, -0.1, 0.0], [-0.4, 0.1, -0.2], [0.0, 0.1, -0.1], [0.1, 0.0, 0.2], [-0.1, 0.0, 0.1], [0.0, 0.1, 0.1], [0.2, -0.1, 0.0], [0.0, 0.0, -0.2]]}

=====

[3]
{"formula": "C3H7NO3", "method": "wB97M-V/def2-TZVPD", "e_above_lowest_kj_mol": 381.54, "homo_ev": [-8.6, -8.6], "energy_ha": -398.89234, "largest_force_ev_per_a": 3.56, "elements": ["C", "C", "N", "O", "C", "O", "O", "H", "H", "H", "H", "H", "H", "H"], "coordinates": [[0.774, -2.116, 0.240], [0.574, -0.645, 0.270], [-0.271, -0.061, -0.520], [-1.074, -0.619, -1.322], [-0.804, 1.423, 0.058], [-0.336, 1.866, 1.240], [-0.472, 2.264, -0.962], [1.755, -2.362, -0.176], [0.739, -2.536, 1.247], [0.001, -2.576, -0.373], [1.211, -0.010, 0.878], [-1.869, 1.170, 0.133], [0.426, 2.439, 1.070], [-0.655, 1.762, -1.783]], "forces_ev_per_a": [[0.2, -0.1, -0.2], [0.4, -0.3, -0.7], [-0.6, 0.8, 3.4], [0.1, 0.4, -0.6], [-0.1, -1.5, -1.6], [0.4, -0.2, -0.1], [-0.2, 0.4, -0.7], [0.0, -0.1, 0.0], [0.0, 0.1, 0.0], [0.0, 0.0, 0.0], [-0.4, 0.0, 0.1], [0.2, 0.0, 0.0], [0.0, 0.0, 0.0], [0.1, 0.4, 0.3]]}

=====

[4]
{"formula": "C4H10N4S", "method": "wB97M-V/def2-TZVPD", "e_above_lowest_kj_mol": 233.88, "charge": 2, "homo_ev": -13.8, "energy_ha": -774.86576, "largest_force_ev_per_a": 4.13, "elements": ["C", "C", "C", "C", "N", "N", "N", "N", "S", "H", "H", "H", "H", "H", "H", "H", "H", "H", "H"], "coordinates": [[-0.241, -0.722, 2.236], [-0.165, -2.877, 0.972], [0.416, -1.628, 1.380], [-2.471, -3.115, 1.733], [-1.401, -3.176, 1.318], [-1.485, -0.772, 2.656], [1.600, -1.235, 0.805], [-1.889, 0.072, 3.553], [1.960, 4.955, -6.755], [0.492, 0.020, 2.776], [0.372, -3.436, 0.179], [-3.445, -3.070, 2.060], [2.067, -0.388, 1.161], [2.013, -2.004, 0.323], [3.103, 5.664, -6.851], [-2.798, 0.363, 3.422], [1.407, 6.261, -6.931], [-1.306, 0.760, 3.893], [1.772, 4.328, -7.931]], "forces_ev_per_a": [[0.3, 2.2, 3.5], [3.1, 1.7, -0.9], [-0.7, -2.0, -2.1], [2.0, -0.4, -0.6], [-1.3, 0.2, 0.3], [1.7, -0.5, -1.9], [-2.0, -0.1, 1.6], [0.0, -1.4, 0.0], [-0.7, 1.9, 1.4], [-1.4, -1.0, -1.1], [-0.8, 0.0, 0.8], [-1.7, 0.0, 0.6], [-0.1, -1.1, -0.6], [1.2, 0.3, -0.4], [0.7, -0.8, -0.6], [-2.4, 0.3, 0.1], [-0.2, -1.7, -0.3], [1.9, 1.8, 0.8], [0.3, 0.6, -0.6]]}